No. 1
Computed, not measured: a structure of composition C16H38CuN2O8 in a non-equilibrium geometry, with ωB97M-V/def2-TZVPD.

Last column: Löwdin charge in e.
Atoms and positions in Å:
Cu: 1.209 0.197 -0.370  0.351
C: 2.121 -2.264 -0.470  -0.873
O: 2.127 -1.565 0.653  -0.191
O: 1.945 -1.664 -1.589  -0.137
O: 3.005 -3.219 -0.456  -0.174
C: -0.166 2.375 2.207  -0.123
O: 0.767 1.415 1.838  -0.208
C: 1.481 0.706 2.840  -0.161
C: 0.504 -0.311 3.491  -0.169
N: 0.276 -1.400 2.517  -0.066
C: -0.092 -2.684 3.087  -0.189
C: -1.130 -2.573 4.164  -0.253
O: -2.339 -1.960 3.739  -0.195
C: -3.019 -1.233 4.723  -0.125
H: 0.266 3.284 2.650  0.086
H: -0.943 1.995 2.880  0.080
H: -0.735 2.792 1.374  0.074
H: 2.070 1.311 3.536  0.118
H: 2.210 0.132 2.262  0.109
H: -0.448 0.156 3.757  0.086
H: 0.885 -0.758 4.420  0.108
H: 1.085 -1.452 1.878  0.037
H: 0.760 -3.176 3.575  0.126
H: -0.535 -3.308 2.309  0.123
H: -0.756 -1.980 5.015  0.097
H: -1.297 -3.494 4.741  0.120
H: -3.202 -1.872 5.596  0.084
H: -4.005 -0.965 4.343  0.084
H: -2.457 -0.331 4.986  0.080
C: -1.184 0.652 -6.222  -0.134
O: -0.771 1.099 -4.960  -0.185
C: 0.367 0.410 -4.450  -0.203
C: 1.035 1.398 -3.527  -0.194
N: 0.320 1.592 -2.243  -0.039
C: 0.627 2.827 -1.524  -0.189
C: 2.118 2.993 -1.328  -0.222
O: 2.660 1.873 -0.661  -0.229
C: 4.084 1.868 -0.665  -0.060
H: -1.309 -0.433 -6.281  0.089
H: -0.582 1.005 -7.067  0.083
H: -2.181 1.041 -6.448  0.079
H: 1.149 0.335 -5.219  0.123
H: 0.272 -0.599 -4.049  0.122
H: 1.251 2.347 -4.036  0.119
H: 2.032 1.045 -3.246  0.122
H: -0.647 1.656 -2.547  0.107
H: 0.061 2.804 -0.594  0.097
H: 0.227 3.680 -2.092  0.121
H: 2.219 3.816 -0.607  0.127
H: 2.628 3.265 -2.255  0.119
H: 4.492 2.734 -0.135  0.088
H: 4.463 1.668 -1.666  0.097
H: 4.302 1.033 0.003  0.102
C: -3.151 -1.991 0.192  -0.043
C: -1.885 -1.526 -0.530  -0.490
C: -2.074 -1.225 -2.017  -0.052
O: -1.122 -0.516 0.108  -0.068
H: -3.696 -2.654 -0.482  0.068
H: -3.816 -1.170 0.469  0.078
H: -2.889 -2.536 1.099  0.060
H: -1.186 -2.365 -0.676  0.139
H: -1.109 -1.166 -2.516  0.055
H: -2.549 -0.242 -2.122  0.078
H: -2.727 -2.000 -2.416  0.073
H: -1.013 -0.871 1.013  0.063

Forces on the atoms, in the same order (eV/Å):
Cu 0.119 -1.271 -0.349
C 7.786 -0.121 -0.426
O -2.374 1.327 0.423
O -2.893 0.892 -0.297
O -2.577 -0.959 0.071
C -0.645 0.709 0.703
O 0.286 0.643 -0.776
C -0.752 -1.177 0.045
C 0.538 -0.831 -0.471
N -1.088 0.938 0.815
C -0.264 0.413 0.005
C -0.260 1.014 2.006
O -0.015 -0.438 -0.819
C 0.006 -0.532 0.040
H 0.373 -0.230 0.357
H 0.150 -0.104 0.195
H 0.301 -0.621 -0.535
H -0.527 0.470 0.148
H 0.010 -0.052 0.030
H 0.029 0.175 0.033
H 0.443 0.418 0.129
H 0.077 -0.676 -0.560
H 0.093 -0.324 -0.217
H 0.497 -0.196 -0.174
H 0.297 0.442 -0.331
H -0.361 -0.572 -0.814
H 0.144 0.214 0.264
H 0.121 0.126 -0.217
H -0.064 0.015 0.248
C -0.980 -0.157 -0.446
O -0.251 -0.714 -0.149
C 1.649 1.413 -0.524
C 1.099 -0.058 1.916
N -0.459 -0.267 -0.891
C -0.340 -0.329 -0.996
C -0.472 0.702 1.501
O 0.167 0.361 -0.852
C -0.775 -1.087 1.220
H 0.357 -0.097 0.103
H 0.560 -0.095 0.271
H -0.031 0.201 0.394
H -0.366 -0.258 -0.485
H -0.717 0.152 0.264
H -0.548 0.089 -0.305
H -0.068 -0.431 -0.158
H -0.236 -0.225 0.581
H 0.346 -0.073 0.196
H 0.377 0.336 0.033
H 0.205 0.447 -0.375
H 0.141 -0.315 -0.071
H 0.000 0.410 -0.561
H 0.239 0.293 0.004
H 0.320 -0.233 -0.390
C 0.411 0.271 -0.115
C 1.252 -1.077 -1.469
C -0.603 1.248 0.747
O -1.216 0.119 0.293
H -0.041 -0.109 0.110
H 0.091 0.134 -0.071
H -0.074 0.031 0.070
H -0.242 -0.489 0.879
H -0.020 -0.264 0.055
H -0.206 -0.065 -0.236
H 0.151 0.049 -0.351
H 0.831 0.396 0.281

Energy above the lowest of the compared OMol25 structures with the same formula, charge and spin in kcal per mole: 0.0
Total energy in Eh: -2984.22681
HOMO level in eV: -2.15
Total charge: -1

No. 2
Computed, not measured: a cluster of 7 separate species, C16H38F9N4O6P in total in a non-equilibrium geometry, with ωB97M-V/def2-TZVPD.

Last column: Löwdin charge in e.
Atoms and positions in Å:
C: -3.537 1.177 2.246  0.045
C: -4.622 0.178 2.428  -0.367
O: -5.621 0.018 1.850  0.198
N: -4.352 -0.879 3.612  0.095
H: -4.410 -1.656 3.012  0.116
H: -3.454 -0.690 4.110  0.170
C: -5.585 -0.988 4.448  0.019
H: -2.602 0.709 1.938  0.082
H: -3.357 1.636 3.146  0.073
H: -3.893 1.910 1.503  0.124
H: -6.454 -1.068 3.799  0.108
H: -5.740 -0.002 4.892  0.111
H: -5.449 -1.667 5.253  0.100
C: 5.678 -2.490 2.764  0.035
C: 4.358 -2.171 2.146  -0.359
O: 3.646 -2.596 1.328  0.206
N: 3.793 -0.818 2.871  0.065
H: 4.481 -0.021 2.750  0.187
H: 3.009 -0.563 2.279  0.113
C: 3.346 -0.997 4.370  0.050
H: 5.971 -1.725 3.520  0.102
H: 6.439 -2.511 1.985  0.112
H: 5.606 -3.526 3.176  0.129
H: 2.973 -2.019 4.427  0.102
H: 2.659 -0.212 4.535  0.081
H: 4.216 -0.913 5.028  0.096
C: -4.755 -2.463 -1.422  0.045
C: -4.561 -3.130 -0.100  -0.423
O: -5.281 -3.273 0.783  0.218
N: -3.152 -3.681 0.081  0.058
H: -2.513 -3.269 -0.595  0.160
H: -2.860 -3.469 1.002  0.071
C: -3.056 -5.130 0.024  0.040
H: -5.347 -1.567 -1.305  0.100
H: -5.243 -3.114 -2.178  0.127
H: -3.842 -2.067 -1.862  0.093
H: -3.013 -5.476 1.001  0.092
H: -2.211 -5.422 -0.531  0.104
H: -3.991 -5.424 -0.497  0.131
C: -0.685 6.201 -5.792  0.003
C: 0.567 5.634 -5.180  -0.456
O: 0.993 4.517 -5.162  0.134
N: 1.496 6.706 -4.623  0.008
H: 2.338 6.750 -5.271  0.199
H: 0.792 7.485 -4.734  0.171
C: 1.974 6.540 -3.252  -0.023
H: -0.501 7.067 -6.465  0.108
H: -1.277 6.545 -4.976  0.082
H: -1.162 5.413 -6.396  0.110
H: 2.473 7.429 -2.987  0.083
H: 2.676 5.656 -3.245  0.125
H: 1.051 6.295 -2.690  0.115
C: 2.930 0.738 -0.804  -0.373
O: 2.819 0.191 -1.978  0.052
O: 3.541 0.258 0.144  0.107
C: 2.582 2.231 -0.860  -0.575
F: 3.490 2.874 -1.562  0.199
F: 1.462 2.553 -1.460  0.182
F: 2.465 2.674 0.415  0.142
C: 3.351 -1.142 -2.179  -0.138
C: 2.681 -1.736 -3.475  -0.023
H: 3.150 -2.731 -3.611  0.101
H: 1.660 -1.691 -3.319  0.044
H: 2.830 -1.159 -4.350  0.067
H: 3.040 -1.755 -1.374  0.094
H: 4.447 -1.021 -2.224  0.146
H: 8.337 0.853 -5.513  -0.578
P: -0.924 -2.007 2.192  0.147
F: -1.917 -3.281 2.513  -0.165
F: 0.222 -2.759 2.884  -0.075
F: -0.476 -2.616 0.759  -0.147
F: 0.012 -0.709 2.003  -0.140
F: -2.140 -1.302 1.270  -0.202
F: -1.568 -1.329 3.483  -0.137

Forces on the atoms, in the same order (eV/Å):
C -0.826 -0.658 -2.214
C 1.319 0.385 0.738
O -0.783 -0.261 -0.456
N -0.923 2.069 -0.165
H 1.215 -2.044 -0.472
H -0.709 -0.788 -0.624
C -0.096 2.391 0.197
H -0.147 -0.130 -0.134
H 0.432 1.326 2.308
H 0.306 -0.337 0.331
H 0.198 -0.871 0.031
H 0.172 -0.037 0.240
H -0.112 -0.980 0.234
C 0.035 -0.590 0.256
C 0.048 1.694 1.110
O 0.205 -0.547 -0.111
N 0.756 0.445 0.568
H -0.839 -1.134 0.255
H -0.437 0.117 -0.092
C 1.697 -0.771 -1.913
H -0.274 -0.881 -0.497
H 0.012 -0.054 -0.116
H 0.221 0.831 -0.087
H -0.460 0.328 0.168
H -0.905 0.451 0.455
H -0.114 0.131 -0.285
C -0.145 0.277 -0.755
C 2.404 0.554 -2.952
O -2.347 -0.314 2.802
N 0.083 0.781 -1.299
H 0.140 0.317 0.265
H 0.749 1.086 1.425
C -2.284 -0.445 -1.944
H -0.645 -0.039 0.256
H 0.214 0.209 0.613
H 0.361 -0.418 0.067
H -0.063 -0.990 1.654
H 0.965 -0.376 -0.587
H 0.759 -0.684 0.413
C 0.825 -0.382 -0.943
C 0.609 -0.916 -0.251
O -0.291 -0.104 -0.048
N -1.172 0.931 -2.052
H -0.996 0.449 0.421
H 1.961 0.100 0.333
C -0.522 -2.556 0.144
H 0.158 -0.381 0.351
H -0.990 0.203 0.409
H 0.000 0.327 0.513
H 0.469 0.960 0.703
H -0.814 1.001 0.088
H 0.865 0.343 0.287
C 2.340 -0.750 0.185
O -0.920 0.307 -0.079
O -1.250 0.458 -0.407
C -0.688 0.212 0.852
F 1.404 0.300 0.491
F -1.728 -0.495 -0.421
F 0.633 0.156 -0.505
C 0.071 0.060 -2.138
C 2.953 0.152 1.614
H -0.782 0.389 -0.019
H -2.159 -0.717 0.423
H 0.716 0.714 -0.819
H -0.006 -0.497 1.049
H -0.483 -0.313 -0.064
H -0.236 0.018 0.146
P -0.415 0.830 -2.105
F -0.370 -0.178 -0.713
F 1.156 -0.618 1.433
F 0.101 -0.481 0.100
F -0.270 0.009 -0.274
F -0.372 -0.003 0.663
F 0.021 0.430 0.947

Total energy in Eh: -2542.41560
HOMO level in eV: -5.98
Total charge: +2

No. 3
Computed, not measured: a cluster of 3 separate species, C16H38FNO7Si in total in a non-equilibrium geometry, with ωB97M-V/def2-TZVPD.

Last column: Löwdin charge in e.
Atoms and positions in Å:
C: -1.989 -0.555 2.987  -0.071
N: -1.988 0.101 1.679  -0.142
C: -1.354 1.412 1.704  -0.079
C: -3.224 0.100 1.003  -0.558
O: -3.241 0.322 -0.159  0.095
C: -4.553 -0.118 1.697  -0.204
Si: -5.027 1.340 2.799  0.603
F: -5.109 0.865 4.326  -0.206
H: -2.814 -1.234 3.144  0.076
H: -1.897 0.151 3.814  0.088
H: -1.085 -1.164 3.049  0.078
H: -1.561 1.964 2.625  0.074
H: -1.640 2.021 0.859  0.066
H: -0.272 1.291 1.651  0.088
H: -5.312 -0.286 0.944  0.079
H: -4.538 -1.034 2.288  0.070
H: -3.973 2.361 2.700  -0.020
H: -6.296 1.891 2.307  -0.032
C: 1.386 5.685 -5.679  -0.114
O: 1.217 4.960 -4.482  -0.199
C: 1.611 5.712 -3.346  -0.207
C: 1.075 5.080 -2.079  -0.183
O: -0.280 5.416 -1.809  -0.132
C: -1.262 4.749 -2.594  -0.178
C: -1.490 3.312 -2.178  -0.201
O: -0.501 2.470 -2.742  -0.195
C: -0.474 1.199 -2.124  -0.101
H: 2.433 5.983 -5.813  0.087
H: 1.095 5.039 -6.505  0.087
H: 0.745 6.574 -5.688  0.088
H: 1.240 6.741 -3.427  0.129
H: 2.710 5.725 -3.309  0.127
H: 1.642 5.489 -1.239  0.126
H: 1.222 3.999 -2.080  0.123
H: -1.035 4.824 -3.659  0.123
H: -2.189 5.299 -2.417  0.126
H: -2.472 2.978 -2.541  0.132
H: -1.465 3.242 -1.085  0.115
H: -0.204 1.289 -1.066  0.076
H: 0.284 0.599 -2.626  0.088
H: -1.443 0.699 -2.214  0.082
C: -0.262 -2.835 0.458  -0.112
O: 0.793 -3.769 0.507  -0.198
C: 1.911 -3.346 -0.257  -0.205
C: 3.140 -4.149 0.111  -0.180
O: 3.789 -3.683 1.288  -0.131
C: 3.165 -4.011 2.522  -0.183
C: 3.364 -5.454 2.935  -0.207
O: 2.434 -6.294 2.271  -0.200
C: 2.791 -7.654 2.364  -0.114
H: -0.593 -2.672 -0.574  0.092
H: -1.093 -3.235 1.036  0.088
H: 0.046 -1.882 0.904  0.075
H: 2.105 -2.280 -0.083  0.129
H: 1.678 -3.502 -1.320  0.128
H: 3.873 -4.020 -0.688  0.127
H: 2.913 -5.214 0.179  0.123
H: 2.107 -3.742 2.515  0.122
H: 3.659 -3.382 3.266  0.126
H: 3.200 -5.550 4.017  0.127
H: 4.388 -5.765 2.694  0.129
H: 3.750 -7.838 1.868  0.088
H: 2.022 -8.238 1.862  0.087
H: 2.851 -7.973 3.411  0.087

Forces on the atoms, in the same order (eV/Å):
C 1.282 -0.077 0.020
N -1.550 -0.018 1.144
C 1.025 -0.065 -0.109
C -0.107 -0.386 1.005
O 0.045 0.856 -2.476
C 0.267 -0.458 0.791
Si 0.352 -0.210 -0.610
F -0.155 0.015 0.068
H -0.172 0.068 -0.077
H -0.395 0.156 0.073
H 0.051 -0.101 0.043
H -0.211 -0.058 0.077
H -0.227 -0.079 -0.232
H 0.129 0.016 0.005
H -0.046 0.163 -0.309
H -0.097 0.048 0.234
H 0.005 0.093 0.118
H -0.180 0.012 0.261
C -0.004 -0.121 0.076
O -0.176 0.079 -0.011
C 0.071 -0.349 -0.163
C -0.025 0.170 0.139
O 0.035 -0.069 -0.086
C -0.090 0.104 0.184
C 0.103 -0.169 -0.416
O 0.203 0.051 0.126
C -0.029 0.036 -0.191
H -0.022 0.083 -0.038
H 0.017 -0.036 0.033
H 0.090 0.071 -0.024
H 0.030 0.026 0.063
H 0.006 0.157 0.087
H -0.039 0.041 -0.005
H -0.006 -0.015 -0.192
H 0.076 -0.173 -0.012
H 0.029 0.011 0.055
H -0.093 0.053 0.174
H -0.080 0.048 0.034
H -0.095 -0.063 0.047
H 0.008 0.065 -0.047
H 0.001 -0.028 0.149
C 0.080 -0.097 0.010
O 0.039 0.073 0.177
C -0.239 -0.314 0.031
C 0.164 0.150 -0.048
O -0.102 -0.066 0.011
C 0.209 0.093 0.019
C -0.385 -0.080 -0.019
O 0.083 -0.004 -0.159
C -0.072 0.092 -0.002
H -0.030 0.122 0.025
H 0.021 -0.053 -0.017
H -0.064 0.082 -0.126
H 0.054 0.008 -0.050
H 0.110 0.135 -0.054
H 0.015 0.045 0.035
H -0.180 0.025 0.047
H -0.063 -0.181 -0.034
H 0.046 -0.011 -0.036
H 0.171 0.037 0.041
H 0.039 0.055 0.055
H 0.039 -0.050 0.088
H -0.032 0.045 0.011
H 0.068 -0.053 -0.012

Total energy in Eh: -1603.14353
HOMO level in eV: -9.16